Computed, not measured: a 2-piece molecular cluster, C5H12S2 overall in a non-equilibrium geometry, with ωB97M-V/def2-TZVPD.

Each line ends with the Mulliken charge.
Atoms and positions in Å:
H (-3.4285, 0.2433, -0.1046)  0.35
H (-2.4426, -0.7234, 0.9925)  0.25
C (0.1807, -2.8540, -0.2601)  -0.70
H (2.3298, -0.7610, -2.0381)  0.16
H (-0.8452, 3.3859, 2.1374)  0.30
C (-2.4096, 0.0809, 0.2567)  -0.91
S (1.2301, -0.2421, -1.4632)  -0.25
S (1.2190, -1.4481, 0.2188)  -0.03
H (-0.4668, 4.0112, 0.5472)  0.26
C (-1.8804, 1.3325, 0.8932)  -0.09
C (-0.2494, 3.1871, 1.2449)  -1.25
H (0.8132, 3.2665, 1.4627)  0.34
H (-0.8403, -2.5386, -0.4333)  0.21
H (0.2113, -3.5466, 0.5848)  0.28
H (-2.3732, 1.5794, 1.8339)  0.22
C (-0.7427, 1.9421, 0.5816)  0.27
H (0.6243, -3.3805, -1.1024)  0.31
H (-0.1436, 1.6105, -0.2723)  0.12
H (-1.7992, -0.2577, -0.5802)  0.15

Cartesian forces (eV/Å) of the 2 atoms listed first:
H 0.001 -0.118 -0.011
H -0.057 -0.056 0.041

As for the SMILES: C/C=C/C.CSS. As for the total energy: -994.04802 Ha. The calculation puts the gap between HOMO and LUMO at 9.5 eV. As for the HOMO energy: -8.9 eV. The relative energy (zero: lowest compared OMol25 entry of this formula, charge and spin) is 18.4 kcal per mole.

Computed, not measured: C21H40NO2OsP2Si as an isolated structure in a non-equilibrium geometry, with ωB97M-V/def2-TZVPD.

Each line ends with the Mulliken charge.
Atoms and positions in Å:
H (3.3878, 1.6836, -1.5775)  0.63
H (0.2278, 1.8076, 5.8590)  0.39
C (-0.7265, -2.3780, 3.8361)  -0.73
H (-4.4131, 0.7916, 0.4263)  0.57
H (-2.4747, 1.4447, 3.4678)  0.29
C (3.0506, -0.9524, -1.1774)  -1.54
H (-1.1910, -2.2709, 4.8069)  0.45
C (0.5059, 1.4215, 4.8655)  -0.89
N (0.1399, 1.7881, -1.0724)  0.13
H (-1.3597, -0.7738, -4.3796)  0.28
C (-2.2468, 1.4227, -1.5574)  -1.55
O (-2.2844, -0.9405, -4.5646)  -0.58
C (2.6175, 1.8178, -0.7892)  -1.39
H (-0.0111, -0.6929, -3.3123)  0.19
H (-2.3447, -1.5956, -1.7365)  0.31
H (2.9477, 2.5977, -0.0780)  0.49
H (0.5676, 2.8765, 1.1540)  0.42
P (2.3643, 0.1751, 0.0418)  1.19
H (4.0990, -0.7076, -1.3236)  0.56
H (1.0178, -0.6766, 0.1693)  -0.44
C (-0.7914, -1.3314, 2.9379)  -0.34
H (0.3489, 4.5405, -3.8789)  0.36
C (0.3804, 4.3048, 3.7301)  -1.19
H (-0.0863, 4.9217, 2.9515)  0.32
C (0.5034, -3.6690, 2.2087)  -0.69
C (0.4496, -2.5980, 1.3083)  -0.06
H (-1.8474, 3.3404, -3.3200)  0.49
H (-1.3361, -0.4254, 3.1693)  0.62
H (-3.5220, 0.2924, 1.8700)  0.35
H (-3.8421, -1.3509, -0.7126)  0.48
H (1.4680, 4.3321, 3.5782)  0.30
Si (-0.1918, 2.5388, 3.5472)  0.29
C (0.6402, 2.0466, 1.8915)  -0.52
C (-2.0701, 2.4587, 3.5845)  -1.04
H (-2.4009, -2.1389, 0.0244)  0.32
H (0.9888, -1.7663, -3.5904)  0.35
C (1.4385, 3.2770, -2.4209)  -0.52
C (1.3420, 2.3013, -1.4292)  0.41
H (3.1951, -0.7682, 2.0234)  0.33
C (-3.4492, 0.8670, 0.9460)  -1.65
C (-0.9499, 2.1043, -1.8452)  0.13
C (-0.1692, -1.3872, 1.7157)  0.06
C (-0.0860, -3.5644, 3.4781)  -0.57
H (2.4612, -0.9250, -2.0882)  0.16
H (3.5861, 1.0087, 1.9774)  0.44
H (3.0492, -1.9338, -0.7226)  0.56
H (-2.4280, 2.8392, 4.5501)  0.45
H (-0.0272, -4.3873, 4.1801)  0.40
H (1.6045, 1.4073, 4.8045)  0.30
H (0.8649, -2.7079, 0.2959)  0.50
H (-3.0500, 2.1288, -1.3892)  0.62
H (0.9895, -4.6124, 1.9220)  0.39
Os (-0.0361, 0.5833, 0.7714)  0.71
H (-2.4126, -0.1195, -5.0470)  0.34
P (-2.1417, 0.2643, -0.1441)  1.18
H (1.7391, 1.9385, 2.0806)  -0.04
C (0.3111, 3.7244, -3.1354)  -1.13
H (-3.2600, 1.9069, 1.2357)  0.28
C (-0.8901, 3.0771, -2.8390)  -0.48
H (-2.5046, 3.0819, 2.7941)  0.30
H (-2.6453, 0.9993, -2.4600)  0.68
H (4.5014, -0.1390, 0.9499)  0.46
O (0.8918, -0.7924, -3.5329)  -0.63
H (2.4240, 3.6880, -2.6158)  0.52
C (-2.7364, -1.3900, -0.7219)  -1.27
C (3.5098, 0.0793, 1.3950)  -1.31
H (0.1634, 0.3769, 4.7960)  0.22
H (0.1309, 4.6993, 4.7185)  0.35

Cartesian forces (eV/Å) of the 2 atoms listed first:
H -0.297 0.070 0.604
H 0.121 -0.169 -0.224

As for the multiplicity: 5. Its charge is +1. As for the total energy: -2091.91986 Ha. The calculation puts the gap between HOMO and LUMO (spin up / spin down) at 5.1 / 6.6 eV. As for the HOMO energy (spin up / spin down): -7.3 / -11.4 eV.

Computed, not measured: C30H29HgIN3P as an isolated structure in a non-equilibrium geometry, with ωB97M-V/def2-TZVPD.

Each line ends with the Mulliken charge.
Atoms and positions in Å:
C (0.1806, 0.3435, 4.3327)  -0.11
H (2.6347, -1.3814, -2.2429)  0.55
C (0.0570, 2.2200, 5.8595)  -0.46
H (2.8408, -3.2706, 0.2213)  0.41
H (2.4238, 3.4607, -1.3457)  0.24
C (1.6225, -2.9740, -3.3046)  -0.81
C (-1.4055, -0.1009, -3.4823)  0.53
H (-4.0307, 2.6165, -3.3517)  0.42
H (-0.9824, -1.1308, -0.5413)  0.17
N (-0.0983, 1.5829, 0.3307)  -0.55
C (-2.2927, -0.7213, 2.5925)  -0.53
H (-2.9456, -1.3225, -4.1871)  0.30
C (-3.4805, -2.4480, 1.3765)  -0.55
C (-1.3769, -0.6306, 1.5349)  0.48
H (-4.0047, -1.7640, 3.3698)  0.40
H (2.4691, -3.6399, -3.1886)  0.44
C (-0.5459, -2.3938, -4.0298)  -0.58
C (0.4518, -3.3357, -3.9569)  -0.77
C (2.6746, 0.1152, 2.1333)  -0.21
C (1.5326, -0.3773, 1.4727)  0.09
H (0.2786, -0.7296, 4.1569)  0.48
H (3.2484, 1.9668, -2.1030)  0.44
C (1.7432, -1.7043, -2.7770)  -0.42
H (-0.0989, 3.2917, 2.6213)  0.24
C (-0.0231, 2.6099, 3.4731)  -0.41
H (2.9832, 0.4600, -2.7999)  0.42
H (0.2732, 0.1552, 6.4734)  0.39
C (-3.3273, -1.6562, 2.5212)  -0.69
N (0.7957, -0.8037, -2.8974)  0.24
C (3.8495, -0.6340, 2.1536)  -0.71
Hg (0.7868, 1.7882, -2.3818)  1.65
P (-0.0195, 0.5685, 1.5706)  1.74
H (2.6207, 1.0632, 2.6675)  0.48
C (-2.0414, 2.1261, -3.0779)  -0.51
N (-1.1245, 1.1528, -3.0900)  -0.25
C (-2.6306, -2.2732, 0.2740)  -0.81
C (1.6067, -1.5958, 0.7778)  -0.07
H (4.8290, -2.4539, 1.5075)  0.37
C (0.1801, 0.8459, 5.6362)  -0.77
I (-1.8241, 2.7204, 0.3175)  -0.05
C (-3.3241, 1.8200, -3.4205)  -0.52
H (0.7852, 3.9686, -0.6969)  0.20
H (1.2929, 4.2659, -2.4519)  0.40
C (0.0430, 1.2321, 3.2485)  -0.05
H (-2.1909, -0.0742, 3.4672)  0.40
H (-1.7361, 3.1256, -2.7759)  0.62
H (-0.1144, 4.1776, 4.9455)  0.41
C (1.2581, 3.5473, -1.6218)  -1.46
C (3.9125, -1.8576, 1.4781)  -0.56
C (-0.0353, 3.1029, 4.7817)  -0.65
H (-4.2737, -3.1968, 1.3392)  0.37
C (-1.6058, -1.3287, 0.3375)  -0.23
H (0.0396, 2.6042, 6.8811)  0.38
H (-4.7602, 0.3560, -4.1695)  0.42
H (0.7242, -1.9950, 0.2726)  0.21
C (2.6154, 1.0714, -1.9954)  -1.96
C (-0.3670, -1.1303, -3.4824)  0.52
H (0.3573, -4.3373, -4.3915)  0.41
H (2.6868, 0.7565, -0.9578)  0.33
C (-3.7237, 0.5797, -3.8567)  -0.82
C (-2.7051, -0.3451, -3.8587)  -0.30
H (4.7144, -0.2689, 2.7121)  0.39
H (-1.4726, -2.6264, -4.5400)  0.37
C (2.7964, -2.3209, 0.7690)  -0.54
H (-2.7471, -2.8729, -0.6303)  0.47

Cartesian forces (eV/Å) of the 2 atoms listed first:
C -0.104 0.560 0.170
H -0.182 -0.185 -0.117

As for the total energy: -2117.11762 Ha. The calculation puts the gap between HOMO and LUMO (spin up / spin down) at 4.5 / 4.5 eV. As for the HOMO energy (spin up / spin down): -4.8 / -4.8 eV. The relative energy (zero: lowest compared OMol25 entry of this formula, charge and spin) is 74.7 kcal per mole.

Computed, not measured: a 6-piece molecular cluster, C2H16NO5 overall in a non-equilibrium geometry, with ωB97M-V/def2-TZVPD.

Each line ends with the Mulliken charge.
Atoms and positions in Å:
H (3.5533, -1.8651, 0.7162)  0.32
O (-0.9582, -2.6795, -1.6784)  -0.63
H (-3.4403, 2.1055, 1.2468)  0.30
H (-2.2079, 0.6175, -0.5785)  0.41
H (2.5518, -1.5060, 2.9333)  0.30
H (-0.0673, 0.9542, -0.9978)  0.42
H (2.2967, -1.3823, -1.1939)  0.38
C (1.9610, -1.5047, 2.0550)  -0.60
C (2.5648, -1.4623, 0.8872)  -0.12
H (0.1387, 3.6320, 1.6267)  0.29
O (0.8900, 1.1163, -0.8073)  -0.73
H (-2.8794, 2.5229, -0.0454)  0.36
H (-0.8497, 2.3906, 1.5437)  0.33
H (0.9264, 1.9981, -0.3416)  0.36
H (1.1054, -2.1195, -0.5492)  0.35
O (-0.1707, 2.8851, 1.1035)  -0.62
N (1.7689, -1.3723, -0.3470)  -0.09
H (1.2829, -0.4441, -0.3559)  0.24
O (-2.7736, 1.8075, 0.6123)  -0.70
H (0.8929, -1.3539, 2.2000)  0.26
O (-1.6909, 0.1576, -1.2709)  -0.84
H (-2.0565, 0.4833, -2.0977)  0.33
H (-1.4146, -1.8292, -1.6544)  0.36
H (-1.6457, -3.3422, -1.6967)  0.33

Cartesian forces (eV/Å) of the 2 atoms listed first:
H 0.301 0.722 0.110
O 0.543 0.357 0.143

Its charge is +1. As for the total energy: -516.51454 Ha. The calculation puts the gap between HOMO and LUMO at 11.8 eV. As for the HOMO energy: -14.5 eV. The relative energy (zero: lowest compared OMol25 entry of this formula, charge and spin) is 11.8 kcal per mole.